{"formula": "C10H11N2O11PPdS", "method": "ωB97M-V/def2-TZVPD", "orbital_gap_ev": [6.99, 6.71], "homo_ev": [-2.586, -2.219], "max_force_ev_per_a": 3.2, "de_lowest_kj_mol": 191.1, "total_charge": -2, "multiplicity": 1, "e_lumo_ha": [0.1618, 0.1652], "total_energy_ev": -59652.196, "species": ["Pd", "O", "S", "O", "O", "O", "O", "C", "O", "C", "C", "C", "C", "C", "C", "O", "N", "O", "O", "N", "O", "O", "H", "H", "C", "P", "C", "C", "H", "H", "H", "H", "H", "H", "H", "H", "H"], "positions_angstrom": [[-0.428, 0.722, -0.535], [-0.176, 3.252, -2.117], [-0.248, 3.247, -0.608], [-0.182, 4.610, -0.137], [-1.516, 2.565, -0.242], [0.886, 2.423, -0.101], [0.916, -3.281, -0.202], [0.631, -2.133, 0.134], [0.396, -1.216, -0.724], [0.594, -1.825, 1.624], [1.356, -2.638, 2.415], [1.409, -2.497, 3.815], [0.669, -1.474, 4.403], [-0.141, -0.657, 3.635], [-0.252, -0.795, 2.192], [-1.046, -0.089, 1.518], [-0.901, 0.320, 4.321], [-1.981, 0.671, 3.876], [-0.447, 0.757, 5.380], [2.145, -3.401, 4.586], [2.141, -3.291, 5.825], [2.770, -4.310, 4.016], [1.932, -3.421, 1.944], [0.707, -1.345, 5.475], [-0.918, -0.437, -3.709], [-0.596, 1.268, -2.943], [0.845, 1.619, -4.040], [-2.047, 2.062, -3.776], [-0.924, -0.408, -4.800], [-1.868, -0.830, -3.350], [-0.126, -1.099, -3.370], [0.583, 1.488, -5.089], [1.621, 0.902, -3.783], [1.201, 2.623, -3.852], [-1.987, 1.912, -4.857], [-2.064, 3.117, -3.533], [-2.953, 1.589, -3.392]], "forces_ev_per_angstrom": [[-1.76, -2.71, -0.36], [-0.08, 0.23, -0.10], [1.99, 2.37, -0.55], [-0.35, 0.12, 0.23], [-0.38, -1.19, 0.19], [0.30, 0.94, 0.25], [0.14, -0.22, 0.10], [-0.13, -0.05, -0.09], [-0.22, 0.98, -0.44], [0.14, -0.07, -0.06], [0.09, -0.03, -0.04], [-0.84, 1.01, -0.81], [0.02, -0.09, 0.14], [0.74, -1.11, -0.53], [-0.37, 0.20, -0.21], [0.70, 0.08, -0.19], [-0.88, 0.84, 0.69], [0.30, -0.18, 0.09], [0.07, 0.03, 0.04], [0.80, -1.09, 0.95], [0.00, 0.02, -0.73], [-0.38, 0.65, 0.39], [-0.09, -0.02, -0.06], [-0.06, 0.08, -0.02], [0.16, 0.41, 0.38], [-0.12, -1.16, -0.34], [-0.14, 0.07, 0.57], [0.29, 0.01, 0.58], [-0.05, 0.06, -0.13], [-0.04, -0.05, 0.05], [0.04, -0.19, 0.09], [-0.16, -0.05, -0.03], [0.12, -0.05, 0.01], [0.10, 0.12, -0.02], [0.06, -0.08, 0.05], [-0.04, 0.11, -0.02], [0.00, 0.01, -0.04]]}